(1)
Entry from OMol25: 2 unconnected molecules or ions with the total composition C9H15N2O4 at a distorted geometry (ωB97M-V with the def2-TZVPD basis set).

Each line ends with the Löwdin charge.
CARTESIAN COORDINATES (ANGSTROEM)
O (-1.113, 0.166, 0.742)  -0.047
O (1.631, -4.726, 3.118)  0.087
O (-0.107, 0.085, 2.696)  0.200
O (1.142, -2.225, 3.415)  0.121
N (-1.839, 2.591, -0.364)  0.168
N (0.135, 3.202, -2.290)  -0.022
C (0.099, -4.810, 1.111)  -0.053
C (0.369, 3.817, -1.031)  -0.287
C (-0.395, 3.188, 0.159)  -0.039
C (0.747, -4.164, 2.159)  -0.171
C (-0.529, -4.022, 0.182)  -0.020
C (-0.536, -0.482, 1.677)  -0.470
C (-0.700, -2.605, 0.309)  0.006
C (-0.251, -2.032, 1.495)  -0.060
C (0.495, -2.834, 2.412)  -0.192
H (0.399, 2.197, -2.534)  0.137
H (1.963, -5.535, 2.722)  0.131
H (0.205, 2.340, 0.327)  0.098
H (0.058, -5.859, 1.010)  0.103
H (0.452, 3.707, -3.076)  0.065
H (-0.762, 4.040, 0.612)  0.095
H (0.191, 4.900, -0.911)  0.127
H (-1.817, 1.578, 0.117)  0.145
H (-1.765, 2.842, -1.354)  0.112
H (0.545, -0.474, 3.076)  0.086
H (1.475, -3.060, 3.951)  0.194
H (-1.263, -2.126, -0.484)  0.120
H (-2.585, 3.177, -0.098)  0.114
H (1.449, 3.735, -0.872)  0.118
H (-1.102, -4.618, -0.552)  0.136

Atomic forces in eV per Å
O 0.4 -0.8 1.4
O -1.8 0.8 -2.1
O 0.8 3.2 3.1
O 0.3 -2.9 1.1
N 3.4 -0.6 0.9
N -1.7 -2.2 -1.6
C 1.1 -0.5 0.5
C 1.4 0.2 0.7
C -1.8 -0.6 -4.4
C 1.1 -1.7 1.8
C -1.7 0.5 -0.6
C -1.6 -4.8 -6.1
C 0.0 -2.2 -0.6
C -1.4 5.3 -0.2
C 0.4 1.9 0.1
H -0.2 1.9 1.5
H 0.2 -0.4 0.2
H 0.0 -0.9 2.2
H 0.2 -1.0 0.1
H 0.2 1.0 -0.7
H 0.3 0.9 2.9
H -0.3 -0.3 -1.4
H -0.2 1.2 -1.4
H 0.2 -1.6 -0.7
H 1.0 -0.7 1.4
H -0.2 2.5 -0.8
H 0.3 0.4 0.4
H -1.1 0.6 1.3
H 0.0 0.0 1.1
H 0.5 0.9 -0.1

Summary:
Energy (Eh): -761.996195
HOMO-LUMO gap (spin up / spin down) (Ha): 0.20943 / 0.23070
Multiplicity: 3
Net charge: +1
ΔE to the lowest compared entry with this formula, charge and spin (kcal per mole): 0.0
E_HOMO (spin up / spin down) (eV): -7.93 / -12.18
Molecular weight (g/mol): 215.229


(2)
Entry from OMol25: 2 unconnected molecules or ions with the total composition C9H15N3 at a distorted geometry (ωB97M-V with the def2-TZVPD basis set).

Each line ends with the natural charge from an NBO analysis.
CARTESIAN COORDINATES (ANGSTROEM)
N (0.808, -0.542, 1.081)  -0.673
N (0.535, 0.384, 0.055)  -0.532
N (3.315, -0.181, 0.390)  -0.405
C (-5.081, 0.408, 0.629)  -0.122
C (4.469, -0.517, 0.642)  0.123
C (-3.203, 0.627, -0.570)  0.575
C (-4.220, 1.356, -0.104)  -0.336
C (2.951, 0.759, -0.647)  -0.257
C (-3.756, -1.524, 0.041)  -0.111
C (1.464, 0.386, -1.085)  -0.254
C (-2.923, -0.691, -0.745)  -0.349
C (-4.882, -0.958, 0.703)  -0.173
H (0.709, -0.214, 1.960)  0.383
H (-5.585, -1.543, 1.236)  0.279
H (2.483, -0.526, 0.912)  0.452
H (3.700, 0.933, -1.342)  0.243
H (-3.730, -2.568, -0.158)  0.272
H (4.535, -1.225, 1.497)  0.214
H (-4.317, 2.527, -0.032)  0.358
H (-2.109, -1.080, -1.291)  0.306
H (0.054, 1.306, 0.336)  0.391
H (2.773, 1.772, -0.074)  0.230
H (5.420, -0.260, 0.275)  0.239
H (1.344, -0.682, -1.578)  0.217
H (1.350, 1.178, -1.908)  0.261
H (-6.054, 0.873, 0.877)  0.295
H (0.266, -1.404, 0.956)  0.376

Atomic forces in eV per Å
N 0.5 -2.2 -3.5
N -1.6 2.8 -0.7
N -0.5 1.6 -1.7
C -0.5 0.9 -1.1
C 1.5 -3.1 3.7
C -2.5 -1.8 1.2
C 0.8 2.0 0.5
C -3.9 1.7 2.8
C -1.6 1.7 -0.3
C 1.3 -0.7 -1.4
C 0.4 0.9 0.8
C 1.9 1.0 -1.0
H -0.6 1.6 3.4
H -0.6 -0.6 0.3
H -0.3 -0.4 0.2
H 1.3 -0.1 -1.6
H 0.5 -0.8 0.2
H 0.2 0.4 -0.6
H -0.1 -2.6 -0.3
H 0.7 -0.4 -0.7
H 1.4 -2.2 -0.5
H 0.5 -1.7 -1.1
H 0.7 0.9 -1.3
H 0.7 2.2 0.8
H -1.1 -1.2 1.4
H 0.8 -0.2 0.5
H 0.1 0.5 0.2

Summary:
Energy (Eh): -515.370756
HOMO-LUMO gap (Ha): 0.21398
Net charge: +2
ΔE to the lowest compared entry with this formula, charge and spin (kcal per mole): 159.4
E_HOMO (eV): -15.54
Molecular weight (g/mol): 165.240


(3)
Entry from OMol25: a single C9H15N3O4 molecule at a distorted geometry (ωB97M-V with the def2-TZVPD basis set).

Each line ends with the natural charge from an NBO analysis.
CARTESIAN COORDINATES (ANGSTROEM)
O (-2.092, 2.287, -0.088)  -0.558
O (-0.894, 1.873, 1.789)  -0.692
O (1.507, -1.781, 1.635)  -0.574
O (-3.381, -1.787, -1.355)  -0.582
N (1.330, 0.844, -0.729)  -0.630
N (-4.214, 0.258, -0.761)  -0.810
N (-0.395, -0.589, 1.270)  -0.697
C (2.984, -1.019, -0.466)  -0.415
C (3.683, 0.412, -0.388)  -0.423
C (0.895, -1.047, 0.925)  0.708
C (1.439, -0.582, -0.469)  -0.171
C (-3.563, -0.918, -0.571)  0.688
C (-1.396, -0.036, 0.411)  -0.161
C (2.662, 1.216, -1.165)  -0.224
C (-2.726, -0.822, 0.756)  -0.496
C (-1.492, 1.526, 0.617)  0.776
H (-0.272, 1.121, 2.005)  0.504
H (-0.711, -1.211, 2.087)  0.417
H (4.647, 0.345, -0.984)  0.213
H (1.020, -1.185, -1.291)  0.214
H (3.173, -1.496, -1.401)  0.203
H (3.886, 0.787, 0.609)  0.207
H (0.962, 1.397, 0.018)  0.361
H (2.636, 2.319, -1.160)  0.212
H (-2.283, -1.786, 0.956)  0.230
H (-4.880, 0.395, -1.470)  0.397
H (-1.187, -0.280, -0.615)  0.249
H (-4.271, 0.975, -0.065)  0.400
H (-3.128, -0.382, 1.662)  0.221
H (3.207, -1.668, 0.407)  0.256
H (2.855, 0.835, -2.165)  0.179

Atomic forces in eV per Å
O 0.3 -0.2 0.4
O 0.5 0.0 -0.7
O 0.1 -0.6 1.2
O -0.3 -1.5 -1.2
N 0.1 -1.3 -0.7
N -0.5 -0.2 0.3
N 1.4 -2.0 2.5
C -0.6 2.3 1.5
C 0.9 -1.3 -1.1
C -1.4 1.1 -2.5
C 1.0 -1.7 1.3
C 1.0 2.7 2.7
C -1.0 0.3 -0.1
C -0.1 1.2 -0.1
C 1.2 0.4 -1.2
C -0.1 -1.1 0.6
H -0.9 0.6 0.0
H 0.4 1.5 -1.6
H -0.9 0.3 0.9
H -0.6 0.2 0.4
H 0.5 -0.3 -0.5
H -0.1 -0.2 0.3
H 0.3 0.2 0.5
H 0.9 -0.4 -0.1
H -0.7 -0.6 0.1
H -0.5 -0.2 -1.3
H 0.3 0.3 -0.6
H 0.4 -0.1 0.4
H -0.7 -0.1 -0.1
H -0.1 0.4 -0.9
H -0.6 0.5 -0.6

Summary:
SMILES: NC(=O)C[C@H](NC(=O)[C@@H]1CCCN1)C(=O)O
Energy (Eh): -817.178723
HOMO-LUMO gap (Ha): 0.35915
Net charge: 0
ΔE to the lowest compared entry with this formula, charge and spin (kcal per mole): 31.7
E_HOMO (eV): -9.25
Molecular weight (g/mol): 229.236


(4)
Entry from OMol25: a gas-phase ion, C9H15N4 (charge +1) at a distorted geometry (ωB97M-V with the def2-TZVPD basis set).

Each line ends with the natural charge from an NBO analysis.
CARTESIAN COORDINATES (ANGSTROEM)
N (-2.215, 0.025, 0.513)  -0.363
N (1.853, 0.904, -0.385)  -0.516
N (2.323, -1.131, 0.710)  -0.439
N (-0.586, 1.508, -0.131)  -0.759
C (-2.757, -1.290, 0.570)  -0.416
C (4.073, 0.360, 0.379)  -0.264
C (1.543, -0.323, -0.021)  0.458
C (3.585, -0.822, 0.907)  0.104
C (-0.975, 0.301, 0.082)  0.582
C (3.096, 1.257, -0.083)  0.088
C (-3.209, 1.130, 0.686)  -0.420
C (-0.061, -0.958, -1.707)  -0.627
C (0.032, -0.754, -0.245)  -0.350
H (-1.040, 2.464, -0.033)  0.439
H (0.430, 1.570, -0.439)  0.447
H (-3.707, -1.364, 0.076)  0.226
H (-2.856, -1.724, 1.566)  0.226
H (3.530, 2.101, -0.638)  0.218
H (0.566, -1.868, -2.024)  0.255
H (-1.995, -1.974, 0.021)  0.219
H (0.511, -0.272, -2.280)  0.236
H (4.212, -1.506, 1.475)  0.224
H (-3.868, 0.730, 1.408)  0.229
H (-3.779, 1.424, -0.194)  0.231
H (-2.671, 2.021, 1.211)  0.214
H (5.127, 0.703, 0.345)  0.253
H (-0.074, -1.707, 0.335)  0.276
H (-1.090, -0.807, -2.103)  0.230

Atomic forces in eV per Å
N 0.1 1.8 -0.7
N 0.9 -0.2 0.2
N -1.6 -0.7 -0.6
N 0.7 3.7 -0.6
C 2.1 -2.8 -0.9
C -0.2 1.5 0.3
C -1.4 -0.5 2.4
C 0.8 0.3 -0.2
C -1.8 -0.3 1.3
C 2.7 -0.5 -2.5
C 2.3 0.9 1.3
C 0.2 -1.9 -2.4
C 2.3 -0.8 1.2
H 0.1 -2.4 0.0
H -0.7 0.1 0.2
H -0.4 0.1 -0.4
H 0.0 0.4 0.2
H -0.8 0.4 0.8
H -1.9 0.6 0.5
H -1.8 0.9 0.9
H 0.4 1.5 -0.1
H -0.2 0.0 -0.2
H -1.0 -0.1 0.7
H 0.4 -0.1 -0.2
H -1.1 -1.4 -1.1
H -0.8 -0.5 0.4
H -0.1 1.1 -0.5
H 0.6 -1.1 0.1

Summary:
SMILES: C[C@H](C(=[NH2+])N(C)C)c1ncccn1
Energy (Eh): -570.703889
HOMO-LUMO gap (Ha): 0.38624
Net charge: +1
ΔE to the lowest compared entry with this formula, charge and spin (kcal per mole): 3.6
E_HOMO (eV): -13.46
Molecular weight (g/mol): 179.247


(5)
Entry from OMol25: a gas-phase ion, C9H15N4 (charge +1) at a distorted geometry (ωB97M-V with the def2-TZVPD basis set).

Each line ends with the natural charge from an NBO analysis.
CARTESIAN COORDINATES (ANGSTROEM)
N (0.613, 0.658, -2.107)  -0.472
N (-0.789, -0.913, -1.461)  -0.426
N (-1.562, 1.215, 0.762)  -0.635
N (1.846, 0.208, 0.524)  -0.455
C (-1.554, -1.739, -0.837)  0.307
C (2.786, -0.438, 1.021)  0.017
C (-0.222, 0.990, 1.452)  -0.274
C (0.087, -1.451, 0.983)  -0.427
C (-1.188, 1.466, -0.675)  -0.269
C (0.489, -0.047, 0.614)  0.158
C (-0.239, 0.345, -1.052)  0.249
C (1.519, 1.501, -1.876)  0.022
C (-1.465, -1.633, 0.612)  -0.526
H (-0.616, 0.616, 2.510)  0.238
H (-2.088, 1.398, -1.202)  0.224
H (0.394, 1.875, 1.345)  0.216
H (-0.714, 2.483, -1.039)  0.218
H (3.775, -0.237, 0.683)  0.201
H (-1.906, -0.755, 0.889)  0.304
H (1.646, 2.008, -0.918)  0.186
H (2.538, -1.422, 1.506)  0.146
H (0.337, -1.508, 2.000)  0.245
H (0.722, -2.137, 0.434)  0.219
H (-1.964, -2.550, -1.399)  0.237
H (-2.059, 2.042, 1.137)  0.394
H (-0.552, -1.194, -2.405)  0.447
H (2.145, 1.680, -2.680)  0.193
H (-1.979, -2.462, 1.178)  0.261

Atomic forces in eV per Å
N 0.7 -0.2 -0.1
N -2.0 -1.0 -1.4
N 1.6 1.6 -1.1
N 0.5 1.9 -0.8
C 1.9 0.5 0.9
C -1.1 -2.7 -0.1
C -2.9 -0.3 0.9
C -1.1 0.3 -2.1
C 0.3 0.8 0.9
C -1.5 -0.1 -1.4
C 1.1 -0.5 2.7
C -0.7 0.1 0.9
C 0.9 -3.4 1.5
H 1.9 1.0 -1.8
H -1.4 -0.1 -1.2
H 0.0 0.4 1.0
H -0.6 -1.8 1.4
H 0.9 0.4 0.4
H -1.4 2.3 1.0
H 0.1 0.1 -0.4
H 0.8 0.8 0.2
H -0.4 -0.6 1.6
H -0.1 -0.4 -0.1
H -0.2 -0.5 -0.2
H 0.5 -0.7 -0.1
H 0.0 0.7 -0.5
H 1.5 0.7 -1.3
H 0.7 0.7 -0.8

Summary:
SMILES: C=N[C@]12CCC=[NH+][C@@]1(N=C)CNC2
Energy (Eh): -570.595748
HOMO-LUMO gap (Ha): 0.31238
Net charge: +1
ΔE to the lowest compared entry with this formula, charge and spin (kcal per mole): 71.4
E_HOMO (eV): -12.77
Molecular weight (g/mol): 179.247


(6)
Entry from OMol25: 2 unconnected molecules or ions with the total composition C9H15N4 at a distorted geometry (ωB97M-V with the def2-TZVPD basis set).

Each line ends with the natural charge from an NBO analysis.
CARTESIAN COORDINATES (ANGSTROEM)
N (0.572, -0.685, 0.819)  -0.559
N (-3.393, -1.383, -0.365)  -0.366
N (1.712, 1.368, -0.657)  -0.640
N (-0.572, -1.531, -0.979)  -0.731
C (0.025, -0.478, -0.397)  0.612
C (-2.254, 0.674, -0.697)  -0.235
C (-2.183, -0.421, 1.416)  -0.258
C (0.529, 0.712, -1.191)  -0.308
C (2.528, 0.708, 0.387)  -0.214
C (1.497, 0.181, 1.407)  -0.239
C (-3.046, -0.302, -1.131)  0.023
C (-2.925, -1.404, 0.891)  -0.003
C (-1.683, 0.573, 0.544)  -0.217
H (-3.517, -0.376, -2.061)  0.221
H (1.000, 1.007, 1.870)  0.203
H (-3.362, -2.314, 1.527)  0.229
H (-0.539, -1.763, -1.873)  0.421
H (-0.780, -2.226, -0.254)  0.413
H (-1.943, -0.591, 2.420)  0.231
H (2.110, -0.354, 2.115)  0.231
H (-1.110, 1.412, 1.047)  0.254
H (0.656, 0.390, -2.259)  0.230
H (0.375, -1.295, 1.514)  0.423
H (-1.935, 1.468, -1.268)  0.218
H (2.363, 1.753, -1.313)  0.398
H (3.066, -0.177, 0.008)  0.178
H (-0.291, 1.526, -1.410)  0.251
H (3.240, 1.377, 0.872)  0.235

Atomic forces in eV per Å
N 0.9 1.8 -3.2
N 0.7 1.1 -0.6
N 1.0 0.1 1.3
N 0.7 1.2 6.7
C 2.2 -1.6 -0.2
C 0.6 0.8 1.5
C 1.1 0.9 -0.9
C -0.4 1.4 -2.1
C -2.0 -0.9 -0.3
C 2.8 2.1 -0.3
C -2.4 -3.4 1.3
C -3.3 -3.2 -0.1
C -1.8 1.5 3.7
H -0.4 0.5 -1.5
H -0.2 0.7 0.6
H 1.3 2.1 -1.3
H -0.1 -0.8 -4.8
H -0.1 -0.2 -1.3
H 0.8 0.6 1.5
H -0.3 -0.4 0.6
H -0.5 -1.0 -1.1
H 0.2 -0.4 0.8
H -2.0 -3.2 1.3
H -0.1 1.6 -1.5
H -0.5 0.1 -0.9
H 0.1 0.2 0.0
H 1.8 -1.7 1.1
H -0.3 0.2 -0.3

Summary:
Energy (Eh): -570.611462
HOMO-LUMO gap (Ha): 0.30980
Net charge: +1
ΔE to the lowest compared entry with this formula, charge and spin (kcal per mole): 61.6
E_HOMO (eV): -12.76
Molecular weight (g/mol): 179.247